[1]
A 2-piece molecular cluster, C4H12NOS overall in a non-equilibrium geometry. Source: OMol25; level of theory: ωB97M-V with the def2-TZVPD basis set.

Calculated values
F_max in eV Å⁻¹: 2.42
Relative energy (zero: lowest compared OMol25 entry of this formula, charge and spin) in kJ/mol: 92.1
HOMO in eV: -2.49
Net charge: -1

Bonds (Å) are listed after each position.
CARTESIAN COORDINATES (ANGSTROEM)
1 C 1.335 -0.612 -0.880  C2 1.577, C4 1.553, H7 1.080, H8 1.091
2 C 2.348 -0.615 0.329  C1 1.577, S3 1.871, H9 1.089, H10 1.095
3 S 4.078 -1.004 -0.268  C2 1.871
4 C -0.137 -0.817 -0.430  C1 1.553, N5 1.500, H11 1.089, H12 1.096
5 N -0.921 0.457 -0.311  C4 1.500, C6 1.470, H13 1.010
6 C -0.645 1.177 0.940  N5 1.470, H14 1.097, H15 1.075, H16 1.095
7 H 1.461 0.239 -1.533  C1 1.080
8 H 1.566 -1.533 -1.417  C1 1.091
9 H 2.058 -1.522 0.857  C2 1.089
10 H 2.278 0.370 0.803  C2 1.095
11 H -0.691 -1.507 -1.065  C4 1.089
12 H -0.141 -1.215 0.592  C4 1.096
13 H -0.773 1.060 -1.108  N5 1.010
14 H -0.905 2.224 0.743  C6 1.097
15 H 0.388 1.115 1.231  C6 1.075
16 H -1.282 0.796 1.745  C6 1.095
17 H -2.550 0.420 -0.351  O19 1.032
18 H -3.889 0.452 0.516  O19 0.965
19 O -3.577 0.516 -0.395  H17 1.032, H18 0.965

[2]
A 2-piece molecular cluster, C4H12NOS2 overall. Source: OMol25; level of theory: ωB97M-V with the def2-TZVPD basis set.

Calculated values
F_max in eV Å⁻¹: 0.82
Relative energy (zero: lowest compared OMol25 entry of this formula, charge and spin) in kJ/mol: 167.9
HOMO in eV: -2.95
Net charge: -1

Bonds (Å) are listed after each position.
CARTESIAN COORDINATES (ANGSTROEM)
1 C 0.236 -2.288 -0.113  N2 1.465, H5 1.098, H6 1.092, H7 1.093
2 N 1.493 -2.025 -0.818  C1 1.465, C3 1.527, H8 1.014
3 C 1.317 -0.842 -1.768  N2 1.527, O4 1.334, H9 1.114, H10 1.114
4 O 0.687 0.227 -1.280  C3 1.334
5 H -0.497 -2.579 -0.877  C1 1.098
6 H -0.128 -1.381 0.372  C1 1.092
7 H 0.342 -3.153 0.546  C1 1.093
8 H 2.188 -1.716 -0.147  N2 1.014
9 H 0.787 -1.307 -2.631  C3 1.114
10 H 2.378 -0.663 -2.056  C3 1.114
11 C -1.810 1.654 -0.363  C12 1.512, H15 1.093, H16 1.087, H17 1.090
12 C -0.779 1.825 0.730  C11 1.512, S13 1.841, H18 1.093, H19 1.091
13 S -1.240 0.918 2.264  C12 1.841, S14 2.041
14 S 0.270 1.542 3.488  S13 2.041, H20 1.359
15 H -2.772 2.093 -0.088  C11 1.093
16 H -1.918 0.606 -0.630  C11 1.087
17 H -1.397 2.149 -1.243  C11 1.090
18 H -0.599 2.862 1.024  C12 1.093
19 H 0.180 1.413 0.409  C12 1.091
20 H 1.262 0.665 3.180  S14 1.359

Number 1: frontier orbital gap 5.86 eV. Number 2: frontier orbital gap 5.84 eV.